# 1
# C5H13N2

A cluster of 2 separate species, C5H13N2 in total (ωB97M-V/def2-TZVPD, the Open Molecules 2025 dataset).

Values from the calculation:
HOMO-LUMO gap, eV: 8.23
LUMO, eV: -4.77
Largest force on an atom, Eh/bohr: 0.0579
ΔE to the lowest compared entry with this formula, charge and spin, eV: 3.552
Highest occupied orbital energy, eV: -13.00
Net charge: +1

```
20
C5H13N2 | the Open Molecules 2025 dataset | ωB97M-V/def2-TZVPD
C -0.29 -1.13 0.16
C -0.11 -1.17 1.66
C -1.17 -2.26 -0.41
C -0.34 0.15 -1.87
C 1.43 1.95 0.84
N 1.03 3.02 0.18
N 0.02 -0.05 -0.47
H -1.03 -0.92 2.39
H 0.33 -2.17 1.84
H 0.68 -0.54 2.03
H -1.08 -2.49 -1.46
H -2.22 -1.83 -0.33
H -0.88 -3.09 0.17
H -0.61 1.21 -2.21
H -1.21 -0.47 -1.92
H 0.46 -0.24 -2.49
H 2.09 1.26 0.31
H 1.19 1.82 1.94
H 1.21 3.19 -0.89
H 0.48 3.78 0.56
```

Taken from the Löwdin analysis, the atomic charges in e are: -0.376 -0.055 -0.022 -0.103 0.112 0.134 -0.027 0.145 0.087 0.034 0.075 0.127 0.059 0.100 0.045 0.087 0.106 0.137 0.200 0.135

# 2
# C5H13N2

A cluster of 2 separate species, C5H13N2 in total (ωB97M-V/def2-TZVPD, the Open Molecules 2025 dataset).

Values from the calculation:
HOMO-LUMO gap, eV: 9.13
LUMO, eV: -4.34
Largest force on an atom, Eh/bohr: 0.0766
ΔE to the lowest compared entry with this formula, charge and spin, eV: 3.439
Highest occupied orbital energy, eV: -13.47
Net charge: +1

```
20
C5H13N2 | the Open Molecules 2025 dataset | ωB97M-V/def2-TZVPD
C 0.43 1.35 -0.08
C -0.87 -0.75 1.37
C -1.25 -0.92 -1.17
C 1.03 -1.52 -0.12
C -0.37 -0.93 -0.01
N 1.69 1.62 -0.41
N -0.34 2.30 0.23
H -0.62 -1.64 1.94
H -1.92 -0.63 1.47
H -0.36 0.09 1.97
H -1.95 -1.71 -1.14
H -0.70 -1.08 -2.03
H -2.01 -0.02 -1.28
H 1.50 -1.42 -1.06
H 1.66 -0.94 0.53
H 0.93 -2.48 0.23
H 2.26 0.82 -0.65
H 2.09 2.54 -0.63
H -1.18 2.05 0.73
H -0.01 3.27 0.10
```

Taken from the Löwdin analysis, the atomic charges in e are: -0.264 -0.054 -0.039 -0.026 -0.258 0.131 0.143 0.104 0.076 0.126 0.098 0.068 0.157 0.088 0.082 0.079 0.091 0.132 0.116 0.148

# 3
# C5H13N2

A cluster of 2 separate species, C5H13N2 in total (ωB97M-V/def2-TZVPD, the Open Molecules 2025 dataset).

Values from the calculation:
HOMO-LUMO gap, eV: 7.21
LUMO, eV: -3.77
Largest force on an atom, Eh/bohr: 0.0562
ΔE to the lowest compared entry with this formula, charge and spin, eV: 3.470
Highest occupied orbital energy, eV: -10.98
Net charge: +1

```
20
C5H13N2 | the Open Molecules 2025 dataset | ωB97M-V/def2-TZVPD
C 1.55 0.58 -0.14
C 0.56 0.55 1.00
C 0.79 1.15 2.17
N -0.14 0.93 3.33
H 2.51 1.00 0.23
H 1.76 -0.42 -0.60
H 1.16 1.19 -0.94
H -0.27 -0.18 1.01
H 1.63 1.79 2.46
H -1.06 0.71 2.96
H 0.21 0.13 3.86
H -0.09 1.79 3.86
C -1.83 -0.24 -2.39
C -0.81 -1.07 -2.08
N -0.31 -2.07 -2.89
H -2.45 -0.28 -3.26
H -2.02 0.69 -1.83
H -0.36 -0.94 -0.99
H -1.01 -2.57 -3.42
H 0.18 -2.76 -2.34
```

Taken from the Löwdin analysis, the atomic charges in e are: -0.073 -0.114 -0.093 0.206 0.096 0.092 0.086 0.120 0.137 0.165 0.178 0.168 -0.027 -0.322 0.036 0.038 0.040 0.091 0.099 0.077

# 4
# C5H13N2

The ion C5H13N2 with charge +1 (ωB97M-V/def2-TZVPD, the Open Molecules 2025 dataset).

Values from the calculation:
HOMO-LUMO gap, eV: 7.32
LUMO, eV: -3.73
SMILES string: CN/C=C/CC[NH3+]
Largest force on an atom, Eh/bohr: 0.0732
ΔE to the lowest compared entry with this formula, charge and spin, eV: 4.353
Highest occupied orbital energy, eV: -11.05
Net charge: +1

```
20
C5H13N2 | the Open Molecules 2025 dataset | ωB97M-V/def2-TZVPD
C 2.30 -0.12 -2.39
N 1.22 -0.98 -1.77
C 0.85 -0.71 -0.47
C -0.30 -1.26 0.14
C -0.55 -0.52 1.58
C -0.81 0.93 1.43
N -2.32 1.21 1.02
H 1.99 0.89 -2.47
H 2.67 -0.49 -3.39
H 3.04 -0.23 -1.66
H 0.63 -1.61 -2.24
H 1.68 0.00 0.04
H -0.82 -2.25 -0.01
H -1.12 -0.95 2.40
H 0.44 -0.63 2.13
H 0.00 1.47 0.83
H -0.74 1.46 2.42
H -2.55 2.14 0.63
H -2.54 0.70 0.00
H -3.09 0.93 1.79
```

Taken from the Löwdin analysis, the atomic charges in e are: -0.044 -0.079 -0.186 -0.094 -0.248 -0.205 0.121 0.062 0.109 0.051 0.118 0.177 0.104 0.102 0.130 0.142 0.134 0.145 0.230 0.229

# 5
# C5H13N2

The ion C5H13N2 with charge +1 (ωB97M-V/def2-TZVPD, the Open Molecules 2025 dataset).

Values from the calculation:
HOMO-LUMO gap, eV: 11.19
LUMO, eV: -3.15
SMILES string: C=C(CC)[NH2+]CN
Largest force on an atom, Eh/bohr: 0.0740
ΔE to the lowest compared entry with this formula, charge and spin, eV: 3.093
Highest occupied orbital energy, eV: -14.34
Net charge: +1

```
20
C5H13N2 | the Open Molecules 2025 dataset | ωB97M-V/def2-TZVPD
C -0.41 -1.47 -0.98
C -0.51 -0.41 -0.24
C -1.70 0.59 -0.29
C -2.07 0.91 1.19
N 0.68 0.06 0.71
C 1.97 -0.62 0.42
N 2.61 -0.10 -0.77
H 0.18 -2.40 -0.90
H -1.28 -1.71 -1.59
H -2.49 0.22 -0.91
H -1.38 1.47 -0.78
H -1.59 1.88 1.48
H -1.75 0.21 1.93
H -3.23 1.05 1.24
H 0.26 -0.27 1.56
H 0.75 1.14 0.52
H 1.81 -1.63 0.54
H 2.62 -0.37 1.31
H 2.08 -0.36 -1.60
H 3.64 -0.34 -0.86
```

Taken from the Löwdin analysis, the atomic charges in e are: 0.080 -0.240 -0.165 -0.084 0.107 -0.251 0.043 0.103 0.098 0.111 0.101 0.085 0.048 0.128 0.151 0.229 0.092 0.157 0.076 0.133

# 6
# C5H13N2

A cluster of 2 separate species, C5H13N2 in total (ωB97M-V/def2-TZVPD, the Open Molecules 2025 dataset).

Values from the calculation:
HOMO-LUMO gap, eV: 9.86
LUMO, eV: -3.28
Largest force on an atom, Eh/bohr: 0.0075
ΔE to the lowest compared entry with this formula, charge and spin, eV: 1.495
Highest occupied orbital energy, eV: -13.14
Net charge: +1

```
20
C5H13N2 | the Open Molecules 2025 dataset | ωB97M-V/def2-TZVPD
C -1.60 1.92 -1.13
N -1.51 1.82 0.33
C -0.54 1.19 0.94
N -0.45 1.05 2.24
H -1.70 2.96 -1.43
H -2.44 1.34 -1.49
H -0.69 1.52 -1.57
H -2.30 2.17 0.86
H 0.26 0.77 0.33
H -1.13 1.42 2.88
H 0.31 0.51 2.63
C 0.66 -2.57 -1.10
C 1.41 -1.93 0.01
C 2.08 -0.79 -0.06
H -0.40 -2.65 -0.89
H 0.78 -2.03 -2.04
H 1.03 -3.59 -1.27
H 1.43 -2.46 0.96
H 2.65 -0.42 0.78
H 2.16 -0.22 -0.98
```

Taken from the Löwdin analysis, the atomic charges in e are: -0.013 0.029 -0.143 0.203 0.100 0.101 0.095 0.169 0.121 0.141 0.135 -0.103 -0.241 -0.053 0.074 0.078 0.085 0.100 0.058 0.063

# 7
# C5H13N2

A cluster of 2 separate species, C5H13N2 in total (ωB97M-V/def2-TZVPD, the Open Molecules 2025 dataset).

Values from the calculation:
HOMO-LUMO gap, eV: 7.48
LUMO, eV: -4.78
Largest force on an atom, Eh/bohr: 0.0196
ΔE to the lowest compared entry with this formula, charge and spin, eV: 2.618
Highest occupied orbital energy, eV: -12.26
Net charge: +1

```
20
C5H13N2 | the Open Molecules 2025 dataset | ωB97M-V/def2-TZVPD
C 0.03 -2.06 -1.26
C -0.06 -0.56 -1.45
C 1.04 0.19 -1.29
N 1.24 1.49 -1.75
H 1.02 -2.35 -0.90
H -0.70 -2.45 -0.54
H -0.16 -2.59 -2.19
H -0.97 -0.17 -1.91
H 1.89 -0.21 -0.75
H 1.79 2.09 -1.14
H 0.39 1.94 -2.06
C -0.76 -0.81 2.33
C -0.78 1.54 1.70
N -0.61 0.33 1.39
H 0.22 -1.21 2.58
H -1.32 -1.58 1.82
H -1.28 -0.42 3.21
H -0.84 1.94 2.71
H -0.93 2.24 0.88
H -0.36 0.07 0.39
```

Taken from the Löwdin analysis, the atomic charges in e are: -0.095 -0.207 -0.247 0.071 0.077 0.058 0.082 0.113 0.128 0.092 0.092 0.017 0.156 -0.001 0.110 0.101 0.101 0.127 0.121 0.107

# 8
# C5H13N2

A structure of composition C5H13N2 (ωB97M-V/def2-TZVPD, the Open Molecules 2025 dataset).

Values from the calculation:
HOMO-LUMO gap, eV: 10.23
LUMO, eV: -2.81
Largest force on an atom, Eh/bohr: 0.0676
ΔE to the lowest compared entry with this formula, charge and spin, eV: 3.735
Highest occupied orbital energy, eV: -13.04
Net charge: +1

```
20
C5H13N2 | the Open Molecules 2025 dataset | ωB97M-V/def2-TZVPD
C -0.20 -0.79 -0.84
C -0.22 1.03 0.09
C 1.14 1.06 -2.17
C -1.64 -0.50 1.37
C 0.69 -0.85 1.38
N 0.10 0.57 -1.24
N -0.39 -0.35 0.55
H -1.23 -1.13 -1.24
H 0.62 -1.59 -1.06
H 0.61 1.49 0.61
H -1.04 1.71 0.24
H 2.21 0.60 -2.01
H 0.76 0.87 -3.21
H 1.35 2.09 -2.08
H -2.59 -0.13 0.93
H -1.67 -1.47 1.88
H -1.51 0.27 2.20
H 0.70 -0.45 2.45
H 0.69 -1.95 1.28
H 1.63 -0.48 0.89
```

Taken from the Löwdin analysis, the atomic charges in e are: -0.082 -0.112 -0.038 0.020 -0.014 -0.135 -0.313 0.162 0.176 0.140 0.140 0.120 0.101 0.065 0.125 0.113 0.133 0.145 0.124 0.129

# 9
# C5H13N2

The ion C5H13N2 with charge +1 (ωB97M-V/def2-TZVPD, the Open Molecules 2025 dataset).

Values from the calculation:
HOMO-LUMO gap, eV: 9.33
LUMO, eV: -3.47
SMILES string: C[C@@H](N)C/C=C/[NH3+]
Largest force on an atom, Eh/bohr: 0.0720
ΔE to the lowest compared entry with this formula, charge and spin, eV: 3.177
Highest occupied orbital energy, eV: -12.80
Net charge: +1

```
20
C5H13N2 | the Open Molecules 2025 dataset | ωB97M-V/def2-TZVPD
C -1.49 1.82 1.61
C -1.32 0.75 0.48
N -1.45 1.14 -0.93
C 0.08 0.14 0.68
C 0.55 -0.78 -0.44
C 1.78 -1.24 -0.29
N 2.24 -2.24 -1.49
H -0.88 2.70 1.36
H -2.47 2.22 1.78
H -1.00 1.54 2.54
H -2.07 -0.12 0.62
H -2.40 0.89 -1.24
H -1.38 2.13 -1.14
H 0.84 0.85 1.07
H -0.24 -0.60 1.42
H -0.33 -0.96 -1.11
H 2.67 -0.91 0.24
H 1.80 -3.12 -1.21
H 1.81 -2.03 -2.40
H 3.25 -2.21 -1.54
```

Taken from the Löwdin analysis, the atomic charges in e are: -0.051 -0.434 0.018 -0.184 -0.070 -0.017 0.191 0.081 0.071 0.073 0.161 0.090 0.082 0.137 0.123 0.139 0.131 0.157 0.160 0.144

# 10
# C5H13N2O

The ion C5H13N2O with charge -1 (ωB97M-V/def2-TZVPD, the Open Molecules 2025 dataset).

Values from the calculation:
HOMO-LUMO gap, eV: 6.38
LUMO, eV: 4.09
SMILES string: CN[C@@H](C[O-])CCN
Largest force on an atom, Eh/bohr: 0.0463
ΔE to the lowest compared entry with this formula, charge and spin, eV: 1.033
Highest occupied orbital energy, eV: -2.29
Net charge: -1

```
21
C5H13N2O | the Open Molecules 2025 dataset | ωB97M-V/def2-TZVPD
C 1.08 -1.48 -1.45
N 0.33 -0.29 -1.04
C 0.53 -0.07 0.41
C 1.92 0.69 0.63
O 3.00 -0.02 0.33
C -0.61 0.76 1.01
C -1.99 0.09 0.87
N -2.65 0.24 -0.44
H 1.12 -1.62 -2.55
H 0.59 -2.40 -1.12
H 2.13 -1.32 -1.15
H 0.62 0.55 -1.52
H 0.60 -1.00 0.98
H 1.80 1.62 -0.04
H 1.94 1.04 1.69
H -0.74 1.73 0.48
H -0.44 0.98 2.06
H -2.68 0.50 1.61
H -1.84 -0.99 0.99
H -2.56 1.24 -0.60
H -2.15 -0.24 -1.17
```

Taken from the Löwdin analysis, the atomic charges in e are: -0.149 -0.092 -0.364 -0.519 -0.347 -0.198 -0.306 -0.036 0.057 0.062 0.054 0.089 0.131 0.086 0.072 0.106 0.093 0.086 0.102 0.040 0.034